# 1
Density functional theory data (ωB97M-V/def2-TZVPD) for a cluster of 2 separate species, C2H7O3P in total at a distorted geometry.

For the HOMO energy (alpha / beta), the calculation gives -7.962 / -7.961 eV. For the energy above the lowest of the compared OMol25 structures with the same formula, charge and spin, the calculation gives 330.8 kJ/mol. As for the orbital gap (alpha / beta): 0.2586 / 0.2585 Eh.

Geometry as ORCA input:
```
! RIJCOSX wB97M-V def2-TZVPD def2/J DEFGRID3
* xyz 0 1
C 1.357 -0.457 -0.833
C -1.792 1.272 -0.651
O 0.683 -0.652 2.182
O 2.134 -1.087 -0.060
O -1.600 -0.021 -0.080
P 2.037 -1.068 1.791
H 1.650 -0.091 -1.797
H -1.470 0.065 0.890
H 0.213 -0.248 -0.645
H -1.893 2.100 0.052
H -2.674 1.299 -1.357
H -0.906 1.346 -1.335
H 2.261 -2.458 1.844
*
```

natural (NBO) atomic charges, in units of e: atom 1 (C): 0.2612, atom 2 (C): -0.2544, atom 3 (O): -1.1176, atom 4 (O): -0.5796, atom 5 (O): -0.7415, atom 6 (P): 1.2125, atom 7 (H): 0.1452, atom 8 (H): 0.5044, atom 9 (H): 0.2137, atom 10 (H): 0.1893, atom 11 (H): 0.1796, atom 12 (H): 0.1495, atom 13 (H): -0.1623



# 2
Density functional theory data (ωB97M-V/def2-TZVPD) for a structure of composition C2H7O3PS at a distorted geometry.

For the HOMO energy (alpha / beta), the calculation gives -5.847 / -9.926 eV. For the energy above the lowest of the compared OMol25 structures with the same formula, charge and spin, the calculation gives 0.0 kJ/mol. As for the orbital gap (alpha / beta): 0.2372 / 0.2371 Eh.

Geometry as ORCA input:
```
! RIJCOSX wB97M-V def2-TZVPD def2/J DEFGRID3
* xyz 0 3
C 1.756 -0.908 0.747
C -1.602 1.943 -0.535
O 0.742 1.140 -1.166
O -0.857 -0.445 0.083
O 0.203 -2.458 -0.888
P 0.165 -1.598 0.294
S -0.632 0.629 -1.251
H 1.585 -0.157 1.411
H 2.050 -0.510 -0.144
H 2.487 -1.720 1.066
H -1.467 2.833 -1.082
H -2.731 1.843 -0.524
H -1.444 1.806 0.613
H -0.255 -2.399 1.377
*
```

natural (NBO) atomic charges, in units of e: atom 1 (C): -1.0100, atom 2 (C): -0.8293, atom 3 (O): -0.6947, atom 4 (O): -1.0659, atom 5 (O): -1.1187, atom 6 (P): 1.9850, atom 7 (S): 1.3500, atom 8 (H): 0.2285, atom 9 (H): 0.2561, atom 10 (H): 0.2558, atom 11 (H): 0.2527, atom 12 (H): 0.2642, atom 13 (H): 0.2553, atom 14 (H): -0.1290



# 3
Density functional theory data (ωB97M-V/def2-TZVPD) for the ion C2H7O3PSi with charge -2 at a distorted geometry.

For the HOMO energy, the calculation gives 0.710 eV. For the energy above the lowest of the compared OMol25 structures with the same formula, charge and spin, the calculation gives 30.8 kJ/mol. As for the orbital gap: 0.2269 Eh. The SMILES is C[SiH](C)P(=O)([O-])[O-].

Geometry as ORCA input:
```
! RIJCOSX wB97M-V def2-TZVPD def2/J DEFGRID3
* xyz -2 1
C 0.266 1.249 -1.348
Si 0.254 0.428 0.421
C 1.164 -1.180 0.115
P -1.843 -0.304 1.119
O -2.314 -0.526 -0.291
O -2.523 0.868 1.857
O -1.602 -1.485 2.033
H -0.296 2.134 -1.441
H 1.292 1.659 -1.525
H 0.123 0.509 -2.045
H 1.521 1.252 1.191
H 2.232 -1.090 0.021
H 0.895 -1.955 0.720
H 0.829 -1.558 -0.828
*
```

natural (NBO) atomic charges, in units of e: atom 1 (C): -1.0618, atom 2 (Si): 0.8123, atom 3 (C): -1.1131, atom 4 (P): 2.1848, atom 5 (O): -1.2356, atom 6 (O): -1.2627, atom 7 (O): -1.2407, atom 8 (H): 0.2090, atom 9 (H): 0.1732, atom 10 (H): 0.2098, atom 11 (H): -0.3023, atom 12 (H): 0.1803, atom 13 (H): 0.2386, atom 14 (H): 0.2083



# 4
Density functional theory data (ωB97M-V/def2-TZVPD) for a cluster of 2 separate species, C2H7OP in total at a distorted geometry.

For the HOMO energy (alpha / beta), the calculation gives -7.527 / -8.287 eV. For the energy above the lowest of the compared OMol25 structures with the same formula, charge and spin, the calculation gives 458.4 kJ/mol. As for the orbital gap (alpha / beta): 0.2695 / 0.3090 Eh.

Geometry as ORCA input:
```
! RIJCOSX wB97M-V def2-TZVPD def2/J DEFGRID3
* xyz 0 1
C -1.034 0.915 -0.226
C 0.051 -0.104 -0.084
O -0.313 -1.397 -0.136
P 1.837 0.201 -0.021
H -0.587 1.832 0.125
H -1.516 0.962 -1.132
H -1.919 0.648 0.486
H 0.515 -0.283 1.931
H -1.175 -1.666 0.196
H 2.156 0.003 -1.352
H 1.986 -1.112 0.212
*
```

natural (NBO) atomic charges, in units of e: atom 1 (C): -0.7065, atom 2 (C): 0.1546, atom 3 (O): -0.7119, atom 4 (P): 0.3473, atom 5 (H): 0.2422, atom 6 (H): 0.2297, atom 7 (H): 0.2165, atom 8 (H): -0.1530, atom 9 (H): 0.4886, atom 10 (H): -0.0935, atom 11 (H): -0.0140



# 5
Density functional theory data (ωB97M-V/def2-TZVPD) for a cluster of 2 separate species, C2H7OS in total at a distorted geometry.

For the HOMO energy, the calculation gives -2.612 eV. For the energy above the lowest of the compared OMol25 structures with the same formula, charge and spin, the calculation gives 22.0 kJ/mol. As for the orbital gap: 0.2550 Eh.

Geometry as ORCA input:
```
! RIJCOSX wB97M-V def2-TZVPD def2/J DEFGRID3
* xyz -1 1
C 1.099 0.633 1.357
C 0.332 -0.568 0.766
S -1.353 -0.040 0.152
H 0.364 1.352 1.705
H 1.665 1.157 0.581
H 1.806 0.308 2.125
H 0.209 -1.352 1.507
H 0.816 -0.865 -0.161
H -2.144 0.314 -2.935
H -1.273 -0.551 -2.083
O -1.522 -0.389 -3.013
*
```

natural (NBO) atomic charges, in units of e: atom 1 (C): -0.6302, atom 2 (C): -0.5089, atom 3 (S): -0.7509, atom 4 (H): 0.2160, atom 5 (H): 0.1877, atom 6 (H): 0.1708, atom 7 (H): 0.1759, atom 8 (H): 0.1869, atom 9 (H): 0.4547, atom 10 (H): 0.5002, atom 11 (O): -1.0022



# 6
Density functional theory data (ωB97M-V/def2-TZVPD) for a cluster of 2 separate species, C2H7OS in total at a distorted geometry.

For the HOMO energy, the calculation gives -2.379 eV. For the energy above the lowest of the compared OMol25 structures with the same formula, charge and spin, the calculation gives 199.0 kJ/mol. As for the orbital gap: 0.2235 Eh.

Geometry as ORCA input:
```
! RIJCOSX wB97M-V def2-TZVPD def2/J DEFGRID3
* xyz -1 1
C 0.392 -1.527 -0.532
S -0.436 -0.483 -1.810
H -0.314 -2.150 0.001
H 1.333 -1.902 -0.936
H 0.748 -0.743 0.143
H -0.612 0.502 -0.867
C 0.075 1.518 2.519
O 0.351 0.976 1.294
H -0.137 2.598 2.498
H -0.801 1.084 3.066
H 0.981 1.443 3.173
*
```

natural (NBO) atomic charges, in units of e: atom 1 (C): -0.7557, atom 2 (S): -0.1965, atom 3 (H): 0.2033, atom 4 (H): 0.1973, atom 5 (H): 0.3097, atom 6 (H): 0.2024, atom 7 (C): -0.1935, atom 8 (O): -1.0057, atom 9 (H): 0.0801, atom 10 (H): 0.0766, atom 11 (H): 0.0819